i | This record from the Open Molecules 2025 dataset describes a structure of composition C8H11NO. The level of theory is the ωB97M-V functional and the def2-TZVPD basis.

Output
Gap between HOMO and LUMO (spin up / spin down) (eV): 6.3 / 9.2
Lowest unoccupied orbital energy (spin up / spin down) (eV): -0.293 / 0.656
HOMO level (spin up / spin down) (Ha): -0.241 / -0.312
Charge: 0
Molar mass (g/mol): 137.18

Each line ends with the Mulliken charge.
Atoms and positions in Å:
C: -0.966 -1.014 -0.456  -1.5261
C: 0.160 -1.540 -0.888  0.9597
C: -1.655 1.578 -0.842  0.3352
C: 0.973 -0.548 -0.083  -1.1470
C: -0.474 0.081 0.435  1.6721
C: 0.487 -2.630 -1.769  -1.1746
C: -0.636 -0.101 1.936  -1.7022
C: 0.244 2.471 0.417  -0.7950
N: -0.707 1.440 -0.017  0.1220
O: -2.328 2.231 -1.561  -0.4290
H: 1.695 -0.913 0.624  0.3629
H: 1.647 0.172 -0.626  0.3368
H: 1.232 -2.344 -2.591  0.2705
H: -0.397 -3.185 -2.149  0.3153
H: 1.166 -3.341 -1.190  0.2774
H: -1.514 0.496 2.382  0.3341
H: 0.213 0.070 2.610  0.3481
H: -0.798 -1.122 2.047  0.5381
H: 0.058 3.470 0.009  0.3879
H: 0.221 2.477 1.520  0.2898
H: 1.379 2.253 0.192  0.2240

---

ii | This record from the Open Molecules 2025 dataset describes the molecule C8H11NO. The level of theory is the ωB97M-V functional and the def2-TZVPD basis.

Output
Gap between HOMO and LUMO (eV): 9.4
Lowest unoccupied orbital energy (eV): 0.826
HOMO level (Ha): -0.315
Charge: 0
Molar mass (g/mol): 137.18

Each line ends with the Mulliken charge.
Atoms and positions in Å:
C: 0.103 0.433 1.111  -1.9639
C: 0.367 -0.006 -0.337  2.1445
C: 0.999 -1.415 -0.323  -2.0900
C: 1.304 1.044 -0.929  -1.6288
N: -0.977 -0.025 -1.160  -0.2489
C: -2.038 0.669 -0.538  0.6271
C: -3.116 1.149 0.068  -0.8210
O: -3.973 0.106 0.327  -0.3597
C: -3.265 -1.098 -0.012  -0.5864
C: -2.069 -0.806 -0.546  0.2241
H: -0.295 1.401 1.017  0.6162
H: -0.640 -0.065 1.640  0.4396
H: 1.020 0.209 1.775  0.3150
H: 1.136 -1.986 -1.316  0.3442
H: 0.495 -2.040 0.266  0.5224
H: 1.961 -1.458 0.019  0.5813
H: 1.027 1.191 -1.930  0.4693
H: 1.152 2.054 -0.349  0.2610
H: 2.368 0.847 -1.075  0.3762
H: -3.613 2.139 0.255  0.3493
H: -3.561 -2.100 0.198  0.4284

---

It turns out i is the most stable, with the second structure 50.5 kJ/mol higher.

---

i | This record from the Open Molecules 2025 dataset describes the molecule C8H11NO. The level of theory is the ωB97M-V functional and the def2-TZVPD basis.

Output
Gap between HOMO and LUMO (eV): 10.8
Lowest unoccupied orbital energy (eV): 0.726
HOMO level (Ha): -0.371
Charge: 0
Molar mass (g/mol): 137.18

Each line ends with the Mulliken charge.
Atoms and positions in Å:
C: -2.628 0.522 0.124  -1.3819
C: -1.135 0.391 0.164  0.3684
C: -0.093 1.454 0.561  -0.5607
C: 0.741 0.204 0.224  0.3734
C: 2.209 0.070 0.255  0.0008
N: 2.984 -0.456 1.096  -0.6977
C: -0.310 -0.769 0.830  -0.1972
C: -0.368 -1.628 -0.445  -0.8021
C: -0.211 -0.190 -0.962  -0.2649
H: -3.021 0.759 1.124  0.3230
H: -2.930 1.326 -0.562  0.3132
H: -3.096 -0.414 -0.214  0.2970
H: 0.005 2.315 -0.118  0.2876
H: -0.086 1.774 1.613  0.3297
H: -0.354 -1.070 1.885  0.4413
H: 0.474 -2.313 -0.620  0.2721
H: -1.325 -2.124 -0.662  0.2615
H: -0.129 0.189 -1.990  0.5822
O: 2.984 0.101 -1.044  -0.5916
H: 3.902 -0.619 0.441  0.3384
H: 2.387 0.480 -1.699  0.3075

---

ii | This record from the Open Molecules 2025 dataset describes a cluster of 2 separate species, C8H11NO in total. The level of theory is the ωB97M-V functional and the def2-TZVPD basis.

Output
Gap between HOMO and LUMO (eV): 9.5
Lowest unoccupied orbital energy (eV): 0.627
HOMO level (Ha): -0.327
Charge: 0
Molar mass (g/mol): 137.18

Each line ends with the Mulliken charge.
Atoms and positions in Å:
C: 0.176 2.499 -0.276  -0.5645
C: -0.998 1.724 -0.173  -0.5008
C: -0.988 0.408 -0.588  -0.3549
C: 0.150 -0.039 -1.278  -0.2732
C: 1.266 0.805 -1.518  -0.5904
C: 1.255 2.089 -0.961  -0.3044
H: 0.017 3.548 0.004  0.2694
H: -1.867 2.177 0.198  0.4625
H: -1.814 -0.292 -0.522  0.3464
H: 0.128 -1.084 -1.682  0.6853
H: 2.121 0.504 -2.083  0.4450
H: 2.109 2.757 -1.118  0.3377
C: 0.674 -2.078 -0.016  -1.2364
C: -0.338 -1.580 1.033  0.7226
N: 0.123 -1.624 2.317  -0.6955
O: -1.517 -1.288 0.834  -0.5909
H: -0.005 -2.851 -0.562  0.2612
H: 1.265 -2.771 0.644  0.4413
H: 1.232 -1.367 -0.544  0.4713
H: -0.319 -0.637 2.809  0.3394
H: 1.218 -1.283 2.630  0.3289

---

It turns out ii is the most stable, with the second structure 50.1 kJ/mol higher.

---

i | This record from the Open Molecules 2025 dataset describes a structure of composition C3H5N3O. The level of theory is the ωB97M-V functional and the def2-TZVPD basis.

Output
Gap between HOMO and LUMO (spin up / spin down) (eV): 7.7 / 7.7
Lowest unoccupied orbital energy (spin up / spin down) (eV): -12.915 / -12.913
HOMO level (spin up / spin down) (Ha): -0.758 / -0.758
Charge: +2
Molar mass (g/mol): 99.09

Each line ends with the Mulliken charge.
Atoms and positions in Å:
C: -1.495 -0.423 -2.356  -0.0249
C: -0.297 0.127 0.485  0.6297
C: 0.620 0.107 1.693  -0.9073
N: 0.183 0.109 -0.823  -0.4811
N: -0.506 -0.099 -1.767  0.4971
N: -1.531 0.044 0.706  0.4415
O: -2.582 0.200 1.115  -0.1371
H: -2.341 -0.337 -2.951  0.5113
H: 0.125 0.173 2.682  0.3923
H: 1.431 0.971 1.542  0.3607
H: 1.135 -0.907 1.690  0.3308
H: -0.448 -0.694 -2.893  0.3870

---

ii | This record from the Open Molecules 2025 dataset describes the ion C3H5N3O with charge +2. The level of theory is the ωB97M-V functional and the def2-TZVPD basis.

Output
Gap between HOMO and LUMO (spin up / spin down) (eV): 7.4 / 7.4
Lowest unoccupied orbital energy (spin up / spin down) (eV): -13.939 / -13.940
HOMO level (spin up / spin down) (Ha): -0.783 / -0.783
Charge: +2
Molar mass (g/mol): 99.09

Each line ends with the Mulliken charge.
Atoms and positions in Å:
C: 1.950 0.325 -0.117  -0.9887
C: 0.602 -0.097 -0.077  0.6166
N: -0.070 -1.178 -0.311  -0.3587
N: -1.373 -1.241 -0.085  0.2753
C: -1.943 -0.137 -0.018  0.0156
N: -0.691 0.949 0.140  0.5424
O: -0.684 2.117 0.199  -0.0957
H: 2.359 0.233 0.987  0.3976
H: 2.041 1.387 0.059  0.4082
H: 2.550 -0.406 -0.661  0.3691
H: -1.828 -2.204 -0.185  0.3472
H: -2.912 0.251 0.067  0.4711

---

It turns out ii is the most stable, with the second structure 341.5 kJ/mol higher.